[1]
The following is a quantum chemistry calculation of a cluster of 2 separate species, CH8N2S2 in total at a distorted geometry, from OMol25.

Each line ends with the Löwdin charge.
Atoms and positions in Å:
S1 1.67 -0.96 -0.09  0.220
S2 1.17 0.57 1.20  0.247
N1 -2.24 -0.81 -0.09  0.005
N2 -1.23 0.88 -1.51  -0.023
C1 -2.10 0.60 -0.36  -0.399
H1 -1.56 0.33 -2.30  0.067
H2 -1.31 1.81 -1.86  0.053
H3 -3.06 1.10 -0.52  0.105
H4 0.98 -0.51 -1.18  -0.213
H5 -2.91 -1.24 -0.71  0.063
H6 -1.65 1.02 0.53  0.062
H7 2.15 1.43 0.95  -0.220
H8 -1.36 -1.30 -0.22  0.032

Calculated values
SMILES: NCN.SS
E_HOMO: -9.40 eV
Multiplicity: 1
Relative energy (zero: lowest compared OMol25 entry of this formula, charge and spin): 0.158 eV
Frontier orbital gap: 9.8 eV
LUMO energy: 0.43 eV


[2]
The following is a quantum chemistry calculation of a cluster of 2 separate species, CH3BrCl2Si in total at a distorted geometry, from OMol25.

Each line ends with the Löwdin spin population.
Atoms and positions in Å:
Br1 2.72 -0.68 -1.14  0.212
Cl1 -1.96 -0.86 -1.75  0.124
Cl2 -2.73 1.38 0.65  0.124
Si1 -1.44 -0.24 0.21  0.579
C1 1.71 0.36 -0.04  0.781
H1 1.51 -0.21 0.91  0.044
H2 1.85 1.45 -0.13  0.035
H3 -1.68 -1.18 1.28  0.101

Calculated values
E_HOMO (alpha / beta): -7.82 / -10.78 eV
Multiplicity: 3
Relative energy (zero: lowest compared OMol25 entry of this formula, charge and spin): 0.172 eV
Frontier orbital gap (alpha / beta): 8.5 / 8.7 eV
LUMO energy (alpha / beta): 0.63 / -2.06 eV
<S²>: 2.0065


[3]
The following is a quantum chemistry calculation of a structure of composition C35H43O32Pd at a distorted geometry, from OMol25.

Each line ends with the Löwdin spin population.
Atoms and positions in Å:
Pd1 -2.81 1.81 0.06  0.838
O1 2.31 -5.48 -1.66  0.000
O2 -3.00 -3.19 2.41  0.000
O3 -2.13 -3.57 -4.22  0.000
O4 2.72 -3.73 -0.51  0.000
O5 -2.40 0.81 2.00  0.245
O6 -1.46 -4.46 3.40  0.000
O7 -5.89 3.17 5.44  0.262
O8 3.83 -0.71 2.45  0.000
O9 5.38 2.79 0.73  0.000
O10 -1.00 4.21 -4.61  0.000
O11 4.05 3.39 -2.55  0.000
O12 -3.42 -5.47 2.57  0.000
O13 0.98 0.15 4.47  0.000
O14 -2.20 3.55 -6.35  0.000
O15 3.44 3.50 1.42  0.000
O16 2.25 1.06 6.17  0.000
O17 -3.53 -0.83 -0.10  0.006
O18 -3.51 -2.75 -1.17  0.000
O19 -1.17 1.37 -1.34  0.041
O20 5.29 -2.27 2.76  0.000
O21 -4.42 2.40 1.16  0.169
O22 3.79 -5.68 0.05  0.000
O23 -3.37 1.89 6.45  0.359
O24 1.12 2.33 4.71  0.000
O25 2.31 4.79 -2.69  0.000
O26 4.33 5.71 -2.51  0.000
O27 -3.63 -3.06 -5.88  0.000
O28 -5.10 -2.47 0.13  0.001
O29 3.51 1.48 0.32  0.000
O30 -0.77 5.33 -6.58  0.000
O31 -2.34 -1.51 -5.05  0.000
O32 4.94 -0.71 4.42  0.000
C1 0.10 0.83 -1.04  0.004
C2 1.76 3.44 -2.45  0.000
C3 0.34 2.15 3.50  0.005
C4 -4.25 -3.94 -1.34  0.000
C5 -4.40 2.15 2.35  0.142
C6 2.90 2.57 -2.65  0.000
C7 1.51 1.18 5.16  0.000
C8 -3.97 -1.96 -0.26  0.000
C9 2.95 -5.03 -0.60  0.000
C10 -1.04 -2.82 -3.65  0.000
C11 -5.32 2.60 3.40  0.179
C12 0.51 0.59 3.25  0.000
C13 3.78 -1.47 1.26  0.000
C14 -5.15 -3.84 -0.19  0.000
C15 -2.73 -2.77 -5.09  0.000
C16 2.02 -4.45 -2.55  0.000
C17 5.62 4.15 0.98  0.000
C18 -2.59 2.74 -5.19  0.000
C19 -3.15 1.28 2.90  0.217
C20 -0.87 -3.16 3.27  0.000
C21 -5.04 2.59 4.71  0.100
C22 4.28 4.59 1.60  0.000
C23 4.77 -2.62 1.53  0.000
C24 -0.02 -0.44 -0.15  0.001
C25 -3.70 1.96 5.20  0.132
C26 -2.05 -2.21 2.83  0.002
C27 4.71 -1.18 3.31  0.000
C28 -1.52 2.92 -4.24  0.001
C29 3.63 4.71 -2.59  0.000
C30 -2.81 1.39 4.34  0.272
C31 -1.46 -1.36 -3.94  0.000
C32 -2.68 -4.45 2.76  0.000
C33 2.08 -3.21 -1.60  0.000
C34 -1.34 4.44 -5.92  0.000
C35 4.06 2.47 0.89  0.000
H1 -4.83 -3.75 -2.24  0.000
H2 -1.99 0.75 4.62  0.009
H3 -4.74 -4.31 0.71  0.000
H4 1.43 3.34 -1.42  0.000
H5 4.26 -3.58 1.47  0.000
H6 4.52 4.75 2.65  0.000
H7 -1.95 2.92 -3.24  0.003
H8 -2.66 1.72 -5.58  0.000
H9 1.22 0.36 2.46  0.000
H10 0.77 2.70 2.67  0.000
H11 1.10 -2.77 -1.43  0.000
H12 -3.56 3.04 -4.78  0.000
H13 2.91 1.92 -1.77  0.000
H14 -0.62 -0.75 -4.29  0.000
H15 2.81 -4.37 -3.29  0.000
H16 2.79 2.03 -3.59  0.000
H17 1.07 -4.53 -3.09  0.000
H18 -0.07 -3.12 2.54  0.000
H19 -3.53 -4.76 -1.33  0.000
H20 -6.14 3.24 3.10  0.005
H21 -0.61 2.33 -4.28  0.000
H22 -1.90 -0.99 -3.01  0.000
H23 -0.60 -2.88 4.29  0.000
H24 -0.87 -1.10 -0.33  0.000
H25 0.98 3.20 -3.17  0.000
H26 -0.43 0.09 3.01  0.000
H27 -0.14 -0.16 0.89  0.000
H28 -6.06 -4.36 -0.49  0.000
H29 4.23 -0.88 0.46  0.000
H30 2.65 -2.39 -2.03  0.000
H31 -1.80 -1.55 2.00  0.000
H32 3.78 5.45 1.15  0.000
H33 -0.68 2.45 3.73  0.004
H34 5.89 4.64 0.04  0.000
H35 2.73 -1.69 1.08  0.000
H36 0.67 0.55 -1.92  0.001
H37 -0.05 -2.89 -4.11  0.000
H38 -0.86 -3.06 -2.60  0.000
H39 0.74 1.58 -0.58  0.000
H40 0.89 -1.03 -0.15  0.000
H41 5.55 -2.67 0.77  0.000
H42 6.38 4.41 1.71  0.000
H43 -2.34 -1.61 3.69  0.001

Calculated values
E_HOMO (alpha / beta): 0.12 / -1.49 eV
Charge: -2
Multiplicity: 4
Frontier orbital gap (alpha / beta): 2.6 / 4.2 eV
LUMO energy (alpha / beta): 2.73 / 2.73 eV
<S²>: 3.7758


[4]
The following is a quantum chemistry calculation of the molecule C7H8N2O2 at a distorted geometry, from OMol25.

Each line ends with the Löwdin charge.
Atoms and positions in Å:
O1 -2.15 1.86 0.24  -0.075
O2 -2.89 -1.50 -0.72  0.050
N1 -2.61 0.76 -0.53  0.016
N2 0.43 0.97 0.24  0.080
C1 2.70 0.49 -0.46  -0.090
C2 1.21 -1.33 0.15  -0.008
C3 -2.38 -0.53 -0.20  -0.492
C4 0.15 -0.36 0.37  -0.213
C5 -1.26 -0.71 0.88  -0.036
C6 2.48 -0.89 -0.24  -0.069
C7 1.68 1.32 -0.21  -0.129
H1 1.90 2.35 -0.48  0.113
H2 1.13 -2.50 0.14  0.145
H3 3.29 -1.57 -0.52  0.104
H4 -1.29 -1.73 1.24  0.102
H5 -1.56 -0.14 1.81  0.140
H6 3.68 0.80 -0.84  0.116
H7 -3.36 1.03 -1.23  0.182
H8 -1.15 1.68 0.38  0.064

Calculated values
SMILES: O=C(Cc1ccccn1)NO
E_HOMO: -9.12 eV
Multiplicity: 1
Relative energy (zero: lowest compared OMol25 entry of this formula, charge and spin): 2.402 eV
Frontier orbital gap: 9.4 eV
LUMO energy: 0.27 eV